{"formula": "C22H28N3O2PPdSSe2", "method": "ωB97M-V/def2-TZVPD", "de_lowest_kj_mol": 11.6, "homo_energy_ev": -14.61, "gap_ev": 6.7, "total_charge": 2, "fmax_ev_per_a": 0.5, "mol_weight_g_mol": 693.87, "elements": ["Pd", "C", "C", "N", "C", "C", "S", "C", "C", "N", "H", "H", "H", "H", "H", "H", "H", "H", "H", "H", "H", "H", "H", "H", "Se", "P", "Se", "C", "C", "C", "C", "C", "C", "C", "C", "C", "C", "C", "C", "H", "H", "H", "H", "H", "H", "H", "H", "H", "H", "O", "C", "C", "C", "C", "O", "N", "H", "H", "H", "H"], "xyz": [[-0.49, 0.80, -1.08], [-2.37, 3.17, -1.05], [-1.18, 3.51, -0.17], [0.05, 2.75, -0.54], [0.90, 3.35, -1.60], [0.28, 3.28, -2.98], [-0.24, 1.57, -3.39], [-2.00, 1.81, -3.80], [-2.97, 1.42, -2.69], [-2.45, 1.72, -1.34], [-2.33, 3.70, -1.99], [-3.29, 3.50, -0.55], [-1.40, 3.25, 0.87], [-0.98, 4.58, -0.20], [0.62, 2.68, 0.29], [1.84, 2.78, -1.60], [1.14, 4.39, -1.35], [1.02, 3.58, -3.72], [-0.57, 3.95, -3.09], [-2.19, 1.20, -4.68], [-2.11, 2.85, -4.11], [-3.17, 0.35, -2.72], [-3.93, 1.93, -2.84], [-3.02, 1.21, -0.67], [1.70, -0.21, -0.56], [1.11, -0.65, 1.52], [-0.85, 0.31, 1.29], [2.12, 0.09, 2.78], [1.73, 1.23, 3.48], [2.56, 1.75, 4.46], [3.79, 1.15, 4.72], [4.18, 0.01, 4.02], [3.35, -0.53, 3.06], [1.00, -2.41, 1.80], [0.34, -2.84, 2.95], [0.26, -4.20, 3.22], [0.86, -5.11, 2.36], [1.53, -4.68, 1.22], [1.59, -3.32, 0.93], [0.77, 1.69, 3.28], [2.26, 2.62, 5.01], [4.44, 1.56, 5.48], [5.13, -0.46, 4.23], [3.64, -1.43, 2.53], [-0.12, -2.13, 3.63], [-0.26, -4.54, 4.10], [0.81, -6.17, 2.58], [2.00, -5.39, 0.56], [2.10, -2.99, 0.03], [-3.05, -1.04, -0.52], [-2.25, -1.58, -1.25], [-2.34, -2.97, -1.83], [-1.15, -3.07, -2.80], [-0.40, -1.77, -2.63], [0.62, -1.42, -3.17], [-1.10, -0.98, -1.71], [-3.31, -3.10, -2.31], [-2.29, -3.69, -1.01], [-1.46, -3.16, -3.84], [-0.47, -3.90, -2.60]], "mulliken_charge": [0.5051, -0.8327, -0.6116, -0.0619, -0.7288, -0.6526, -0.0431, -0.6881, -0.7293, 0.0752, 0.3307, 0.4409, 0.3752, 0.3985, 0.2671, 0.3612, 0.4418, 0.5324, 0.3730, 0.5267, 0.4774, 0.1992, 0.4921, 0.3258, -0.1930, 0.3726, -0.0895, 0.9548, -0.3089, -0.7301, -0.4826, -0.7219, -0.5593, 0.8061, -0.4283, -0.7452, -0.4827, -0.7940, -0.2098, 0.3246, 0.4248, 0.4176, 0.4251, 0.3947, 0.3927, 0.4471, 0.4414, 0.4584, 0.3806, -0.5746, -0.2612, -0.5698, -0.5319, -0.1127, -0.5705, 1.1295, 0.3288, 0.3046, 0.2811, 0.3072]}

{"formula": "C4H9NO2S2", "method": "ωB97M-V/def2-TZVPD", "de_lowest_kj_mol": 214.7, "homo_energy_ev": -7.10, "gap_ev": 7.3, "fmax_ev_per_a": 2.9, "mol_weight_g_mol": 167.26, "elements": ["C", "C", "C", "C", "N", "O", "O", "S", "S", "H", "H", "H", "H", "H", "H", "H", "H", "H"], "xyz": [[-2.73, 0.25, 1.26], [-0.53, 1.00, -1.27], [0.69, 0.34, 0.76], [-0.51, 0.14, -0.02], [-0.53, -1.37, -0.26], [-2.58, 1.30, 1.70], [-3.09, -0.83, 0.99], [0.65, -0.45, 2.56], [2.35, -0.19, -0.14], [-1.44, 1.00, -1.75], [0.28, 0.67, -1.82], [-0.46, 2.07, -0.96], [0.83, 1.47, 0.83], [-0.97, -1.45, -1.16], [-1.08, -1.78, 0.48], [0.44, -1.78, -0.22], [0.43, 0.81, 3.20], [2.34, -1.41, 0.24]], "mulliken_charge": [0.8750, -1.8325, -0.8507, 0.3249, -0.1512, -0.3675, -0.5203, -0.2252, -0.1627, 0.4355, 0.5921, 0.3526, 0.4298, 0.3221, 0.3728, 0.1771, 0.1703, 0.0578]}

{"formula": "C3H9ClNO2P", "method": "ωB97M-V/def2-TZVPD", "de_lowest_kj_mol": 111.4, "homo_energy_ev": -9.09, "gap_ev": 9.8, "fmax_ev_per_a": 4.9, "smiles": "CO[P@@](=O)(Cl)N(C)C", "mol_weight_g_mol": 157.54, "elements": ["C", "O", "P", "O", "Cl", "N", "C", "C", "H", "H", "H", "H", "H", "H", "H", "H", "H"], "xyz": [[1.63, 2.38, 0.50], [1.63, 0.99, 0.64], [1.46, -0.18, -0.43], [1.91, 0.14, -1.82], [2.41, -1.66, 0.35], [-0.31, -0.63, -0.36], [-0.64, -1.44, -1.46], [-0.87, -0.90, 0.98], [2.38, 2.73, -0.28], [1.99, 2.82, 1.44], [0.73, 2.83, 0.25], [-0.34, -1.27, -2.50], [-0.14, -2.49, -1.24], [-1.67, -1.56, -1.54], [-1.36, -1.93, 1.05], [-0.12, -0.84, 1.75], [-1.72, -0.23, 1.40]], "mulliken_charge": [-0.6664, -0.2241, 0.8645, -0.6595, -0.2039, 0.0056, -0.9892, -0.8624, 0.2717, 0.2627, 0.3242, 0.2709, 0.3203, 0.4028, 0.3217, 0.3240, 0.2371]}

{"formula": "C5H13N4P", "method": "ωB97M-V/def2-TZVPD", "de_lowest_kj_mol": 0.0, "homo_energy_ev": -17.11, "gap_ev": 8.7, "total_charge": 2, "fmax_ev_per_a": 4.2, "mol_weight_g_mol": 160.16, "elements": ["C", "C", "C", "C", "C", "N", "N", "N", "N", "P", "H", "H", "H", "H", "H", "H", "H", "H", "H", "H", "H", "H", "H"], "xyz": [[6.12, -0.83, -0.83], [-0.20, 0.35, 0.77], [-2.66, 0.49, 0.29], [-3.63, -1.10, -1.25], [3.89, 0.53, 1.05], [-2.81, 1.67, 0.90], [-1.42, -0.03, 0.18], [0.96, -0.11, 0.44], [-3.69, 0.00, -0.29], [5.02, 0.15, -0.13], [6.54, -1.52, -0.15], [6.72, -0.80, -1.69], [-0.32, 1.09, 1.56], [-3.44, -0.72, -2.36], [-4.64, -1.62, -1.36], [-2.81, -1.85, -1.26], [3.99, 1.20, 1.81], [2.83, 0.28, 0.86], [-1.97, 2.13, 1.15], [-3.73, 1.94, 1.33], [-1.22, -0.90, -0.36], [1.11, -0.71, -0.34], [-4.64, 0.38, -0.30]], "mulliken_charge": [-0.5287, -0.0023, 0.7631, -0.8767, -0.2189, -0.3951, -0.0803, -0.5613, -0.1306, 0.7207, 0.2963, 0.3269, 0.2807, 0.3489, 0.3164, 0.2889, 0.3139, 0.1592, 0.1488, 0.2727, 0.1444, 0.1534, 0.2595]}